Formula: C26H36N4O5S2
Source: the Open Molecules 2025 dataset
Level of theory: wB97M-V/def2-TZVPD

Results
Total energy = -65411.588 eV
E_LUMO = -1.13 eV
Gap between HOMO and LUMO = 7.95 eV

```
! wB97M-V def2-TZVPD RIJCOSX def2/J DEFGRID3
* xyz 0 1
N -2.0231 0.9949 4.1771
C -1.1562 2.1193 3.8390
C -0.6706 2.0794 2.4076
C -1.4458 2.6070 1.3766
C -1.0549 2.5311 0.0413
C -1.8919 3.0719 -1.1011
C -3.1844 3.7855 -0.6930
C -4.3198 2.8305 -0.3316
C -4.6348 1.7618 -1.3773
S -5.1859 0.2538 -0.5169
C -3.6558 -0.2784 0.0726
N -3.3249 -0.4229 1.3182
N -2.0389 -0.8668 1.3477
C -1.6483 -0.9648 0.1204
O -2.6090 -0.5984 -0.7342
C 0.1714 1.8934 -0.2375
C 0.9553 1.3866 0.8034
C 0.5572 1.4815 2.1272
C 2.2383 0.7089 0.4757
O 3.2105 0.7817 1.1657
C 2.2004 -0.0453 -0.8126
N 2.9480 -1.2817 -0.9343
C 2.2395 -2.2391 -1.1441
S 1.3047 -3.4331 -1.4877
C 1.4663 0.4324 -1.8103
C 0.7049 1.6963 -1.6146
O 0.5844 2.4784 -2.5190
H -1.4869 0.1513 4.3250
H -2.6806 0.7871 3.4347
H -0.3037 2.0909 4.5098
H -1.6867 3.0559 4.0050
H -2.3879 3.0644 1.6380
H -2.0550 2.2458 -1.7879
H -1.2822 3.7845 -1.6444
H -3.4640 4.4826 -1.4771
H -2.9737 4.3716 0.1980
H -4.1409 2.3556 0.6269
H -5.2232 3.4236 -0.1933
H -3.7951 1.5282 -2.0197
H -5.4658 2.0152 -2.0258
H -0.6882 -1.3006 -0.2150
H 1.1882 1.0890 2.9086
H 1.3801 -0.0645 -2.7643
C 7.6997 3.5414 -0.6213
C 6.5013 3.0747 -1.4305
O 6.7010 1.8459 -2.1026
C 6.9928 0.7273 -1.2829
C 5.9096 0.4097 -0.2673
H 8.5784 3.6342 -1.2611
H 7.4919 4.5116 -0.1688
H 7.9464 2.8464 0.1821
H 6.2893 3.8032 -2.2136
H 5.6067 3.0249 -0.7986
H 7.9618 0.8592 -0.7872
H 7.1079 -0.1130 -1.9681
H 5.7635 1.2205 0.4456
H 6.1717 -0.4858 0.2973
H 4.9606 0.2380 -0.7666
C -3.1325 -7.4439 -0.5989
C -2.8698 -6.7057 0.7030
O -2.0018 -5.5953 0.5725
C -2.4296 -4.5672 -0.2987
C -3.7524 -3.9346 0.0992
H -2.1946 -7.7855 -1.0390
H -3.7696 -8.3097 -0.4169
H -3.6329 -6.8126 -1.3344
H -2.3773 -7.3775 1.4058
H -3.8129 -6.4015 1.1706
H -2.4656 -4.9332 -1.3318
H -1.6453 -3.8096 -0.2680
H -4.5730 -4.6523 0.0756
H -4.0041 -3.1211 -0.5841
H -3.6926 -3.5332 1.1121
*
```

Formula: C26H36N5
Source: the Open Molecules 2025 dataset
Level of theory: wB97M-V/def2-TZVPD

Results
Total energy = -34989.176 eV
E_LUMO = -2.29 eV
Energy relative to the best compared isomer or geometry (same formula, charge and spin) = 24.3 kcal per mole
Gap between HOMO and LUMO = 7.60 eV

```
! wB97M-V def2-TZVPD RIJCOSX def2/J DEFGRID3
* xyz 1 1
C -7.6165 -2.6447 -2.8922
N -7.0735 -2.1223 -1.6489
C -7.7266 -2.7309 -0.5004
C -5.8071 -1.5066 -1.5511
C -5.6913 -0.0942 -1.4904
C -4.4645 0.5125 -1.2615
C -3.2668 -0.2173 -1.0327
C -2.0656 0.5410 -0.6586
C -0.7859 0.0989 -0.5015
C 0.5096 0.8234 -0.2030
C 1.7418 -0.0772 -0.5779
C 2.9046 0.5894 -0.9686
C 4.0789 -0.0780 -1.2655
C 4.0963 -1.4959 -1.3008
N 5.3075 -2.1730 -1.5149
C 6.0046 -2.8212 -0.4236
C 5.7186 -2.6859 -2.8068
C 2.8774 -2.1790 -1.0704
C 1.7235 -1.4806 -0.7049
N 0.5896 1.4268 1.1087
C -0.0352 0.6991 2.2155
C -0.5330 1.6557 3.2713
C 0.6171 2.3673 3.8652
N 1.5965 2.6951 2.8510
C 2.5403 3.6735 3.3987
C 3.7586 3.8187 2.5456
C 3.3319 4.0677 1.1231
N 2.3457 3.0646 0.7016
C 1.5102 2.3921 1.5400
C -3.3692 -1.6258 -1.2250
C -4.6005 -2.2468 -1.4622
H -7.1983 -2.1234 -3.7580
H -7.4213 -3.7250 -2.9886
H -8.7077 -2.5133 -2.8849
H -7.3882 -2.2649 0.4293
H -8.8140 -2.6005 -0.5938
H -7.5267 -3.8137 -0.4571
H -6.6031 0.4970 -1.5718
H -4.4214 1.5981 -1.2102
H -2.2486 1.6256 -0.6393
H -0.5385 -0.8450 -0.9701
H 0.5433 1.6520 -0.9534
H 2.8483 1.6678 -1.1261
H 4.9841 0.4931 -1.4774
H 5.8240 -2.2980 0.5216
H 5.6960 -3.8737 -0.3228
H 7.0782 -2.8036 -0.6464
H 5.3276 -2.0679 -3.6211
H 6.8157 -2.6817 -2.8447
H 5.3855 -3.7268 -2.9497
H 2.8418 -3.2622 -1.2080
H 0.7969 -2.0507 -0.6264
H 0.6407 -0.0497 2.6930
H -0.8894 0.1409 1.8216
H -1.2108 2.3935 2.8366
H -1.0763 1.1470 4.0674
H 0.3199 3.3101 4.3421
H 1.1492 1.7493 4.5993
H 2.0272 4.6434 3.5133
H 2.8112 3.3411 4.4029
H 4.3393 4.6680 2.9187
H 4.3834 2.9282 2.6210
H 2.8771 5.0689 1.0570
H 4.1929 4.0403 0.4447
H 2.0970 3.0675 -0.2842
H -2.4721 -2.2436 -1.1555
H -4.6803 -3.3345 -1.5386
*
```

Formula: C26H37As2CdI2N4O
Source: the Open Molecules 2025 dataset
Level of theory: wB97M-V/def2-TZVPD

Results
Total energy = -178009.112 eV
E_LUMO = -2.12 eV
Energy relative to the best compared isomer or geometry (same formula, charge and spin) = 0.0 kcal per mole
Gap between HOMO and LUMO = 7.51 eV

```
! wB97M-V def2-TZVPD RIJCOSX def2/J DEFGRID3
* xyz 1 1
Cd 0.7735 0.1928 -0.2880
I -0.6550 -4.5690 5.5080
C -0.4841 -3.6617 3.6492
C -1.5622 -3.6621 2.7737
C -1.4426 -3.0404 1.5414
I -3.0168 -3.1444 0.1838
C -0.2660 -2.3746 1.1480
O -0.1876 -1.7408 0.0052
C 0.8420 -2.4717 2.0206
C 2.1964 -2.0409 1.5395
N 2.3688 -0.5737 1.3617
C 2.4900 0.1412 2.6359
C 1.5512 1.3143 2.7944
C 1.1916 1.7368 4.0694
C 0.4390 2.8861 4.2113
C 0.0629 3.5836 3.0697
C 0.4294 3.0695 1.8435
N 1.1528 1.9539 1.6952
C 0.7177 -3.0949 3.2573
H -2.4882 -4.1517 3.0423
H 2.9544 -2.4158 2.2342
H 2.3960 -2.4917 0.5672
H 3.2088 -0.4301 0.8158
H 2.3302 -0.5536 3.4615
H 3.5088 0.5249 2.7460
H 1.5058 1.1648 4.9330
H 0.1503 3.2367 5.1935
H -0.5086 4.4995 3.1288
H 0.1255 3.5624 0.9266
H 1.5823 -3.1645 3.9082
C -2.7753 3.0184 0.4616
As -1.9359 1.2763 0.2556
C -2.5739 0.4648 1.9017
C -3.1106 0.5943 -1.1400
C -4.4896 0.6055 -0.9361
C -5.3625 0.2373 -1.9453
C -4.8635 -0.1303 -3.1891
C -3.4959 -0.1503 -3.4006
C -2.6089 0.1998 -2.3824
As -0.7010 -0.0252 -2.6939
C -0.4469 0.9023 -4.3796
C -0.6925 -1.8783 -3.2766
H -3.8148 2.8767 0.7537
H -2.7342 3.5601 -0.4814
H -2.2641 3.5876 1.2348
H -3.6551 0.3391 1.8791
H -2.3045 1.1418 2.7140
H -2.0997 -0.4981 2.0646
H -4.8970 0.8969 0.0248
H -6.4298 0.2391 -1.7662
H -5.5381 -0.4082 -3.9882
H -3.1212 -0.4532 -4.3714
H -1.0361 0.4341 -5.1668
H 0.6050 0.8679 -4.6627
H -0.7526 1.9414 -4.2709
H -1.5541 -2.0667 -3.9140
H -0.7432 -2.5047 -2.3873
H 0.2164 -2.0955 -3.8379
N 2.4710 1.6940 -1.2315
C 3.9092 1.3793 -1.3708
C 4.2092 0.2504 -2.3457
C 3.8533 -1.1566 -1.8936
N 2.3971 -1.3318 -1.8185
H 2.0975 1.9861 -2.1309
H 2.3692 2.4947 -0.6140
H 4.2921 1.1212 -0.3788
H 4.4586 2.2698 -1.6844
H 5.2823 0.2794 -2.5470
H 3.7274 0.4599 -3.3094
H 4.2769 -1.3376 -0.8999
H 4.3263 -1.8806 -2.5622
H 2.1387 -2.2741 -1.5426
H 2.0043 -1.2117 -2.7469
*
```